1.
{
  "formula": "C28H27IrN3SSi",
  "method": "the ωB97M-V functional and the def2-TZVPD basis",
  "species": ["C", "C", "C", "H", "C", "C", "H", "H", "H", "H", "Ir", "C", "H", "H", "H", "Si", "C", "C", "H", "C", "H", "C", "H", "C", "H", "C", "H", "C", "C", "H", "C", "H", "C", "H", "C", "H", "C", "H", "H", "H", "N", "C", "C", "C", "C", "C", "C", "N", "C", "C", "C", "S", "C", "N", "H", "H", "H", "H", "H", "H", "H"],
  "xyz": [[-0.094, -0.961, -1.828], [1.132, -0.267, -1.770], [2.101, -1.106, -1.167], [1.304, 0.704, -2.211], [1.472, -2.375, -0.898], [0.107, -2.294, -1.346], [-0.617, -3.103, -1.339], [-0.990, -0.568, -2.289], [3.160, -0.873, -1.078], [1.943, -3.257, -0.492], [0.530, -1.098, 0.566], [0.603, 0.682, 1.342], [1.416, -0.116, 1.095], [-0.258, 0.815, 2.034], [1.434, 1.359, 1.691], [-0.036, 3.055, -0.658], [-1.288, 4.246, -0.296], [-1.614, 4.750, -1.617], [-0.921, 4.601, -2.463], [-2.842, 5.350, -1.837], [-3.135, 5.588, -2.871], [-3.630, 5.679, -0.725], [-4.576, 6.191, -0.939], [-3.212, 5.395, 0.594], [-3.849, 5.779, 1.392], [-2.030, 4.670, 0.839], [-1.678, 4.511, 1.865], [1.892, 3.207, -0.579], [2.178, 4.316, -1.416], [1.360, 5.024, -1.650], [3.404, 4.426, -2.072], [3.544, 5.283, -2.725], [4.409, 3.493, -1.839], [5.369, 3.594, -2.306], [4.202, 2.438, -0.953], [4.981, 1.740, -0.640], [2.965, 2.308, -0.306], [2.792, 1.461, 0.368], [1.864, -1.463, 1.443], [0.031, 3.280, -2.083], [-1.540, -4.359, 2.430], [-0.942, -5.398, 1.717], [-1.438, -6.670, 1.394], [-0.641, -7.461, 0.548], [0.468, -6.891, -0.123], [0.824, -5.547, 0.062], [0.184, -4.817, 1.075], [0.233, -3.468, 1.429], [-0.853, -3.208, 2.215], [-1.571, -1.931, 2.341], [-2.665, -1.561, 3.109], [-3.587, -0.229, 2.329], [-2.360, -0.112, 1.076], [-1.363, -1.005, 1.296], [-2.386, -4.364, 3.005], [-2.387, -7.009, 1.835], [-0.858, -8.519, 0.421], [1.079, -7.491, -0.807], [1.568, -5.039, -0.554], [-2.847, -2.067, 4.064], [-2.341, 0.683, 0.304]],
  "lowdin_charge": [-0.1430, -0.1158, -0.1701, 0.1093, -0.2610, -0.1789, 0.1182, 0.1137, 0.1229, 0.0784, 1.2688, -0.2662, -0.1626, 0.0318, 0.0500, 0.8003, -0.3561, -0.1595, 0.0698, -0.0810, 0.1152, -0.0769, 0.1077, -0.0837, 0.1030, -0.0866, 0.1052, -0.2896, -0.1432, 0.0963, -0.0729, 0.1093, -0.0818, 0.1005, -0.0866, 0.1064, -0.1221, 0.0591, 0.1251, -0.0305, 0.1626, -0.1640, -0.0039, -0.0622, -0.0595, -0.0156, -0.2016, 0.0816, -0.2334, -0.2750, -0.2710, 1.0387, -0.3822, -0.2381, 0.1752, 0.1209, 0.1102, 0.1144, 0.0952, 0.0933, 0.0915],
  "homo_energy_ev": [-9.0, -11.1],
  "multiplicity": 5,
  "orbital_gap_ha": [0.203, 0.254],
  "relative_energy_kcal_mol": 158.2,
  "s_squared": 6.026,
  "energy_ev": -55478.811,
  "total_charge": 1
}



2.
{
  "formula": "C28H27MnN3SSi",
  "method": "the ωB97M-V functional and the def2-TZVPD basis",
  "species": ["C", "C", "C", "H", "C", "C", "H", "H", "H", "H", "Mn", "C", "H", "H", "H", "Si", "C", "C", "H", "C", "H", "C", "H", "C", "H", "C", "H", "C", "C", "H", "C", "H", "C", "H", "C", "H", "C", "H", "H", "H", "N", "C", "C", "C", "C", "C", "C", "N", "C", "C", "C", "S", "C", "N", "H", "H", "H", "H", "H", "H", "H"],
  "xyz": [[2.136, -1.928, 1.637], [1.067, -2.183, 0.720], [1.463, -1.674, -0.571], [0.170, -2.754, 0.924], [2.772, -1.083, -0.441], [3.214, -1.237, 0.941], [4.164, -0.926, 1.357], [2.150, -2.237, 2.669], [0.923, -1.832, -1.495], [3.348, -0.633, -1.232], [1.530, -0.036, 0.917], [-1.232, 0.674, 0.047], [-0.222, 0.436, -0.372], [-0.961, 1.471, 0.793], [-1.586, -0.152, 0.735], [-2.260, -0.924, -1.290], [-4.098, -0.545, -1.090], [-4.819, -1.635, -0.584], [-4.272, -2.557, -0.379], [-6.206, -1.561, -0.382], [-6.731, -2.453, -0.015], [-6.881, -0.379, -0.678], [-7.944, -0.330, -0.511], [-6.188, 0.728, -1.177], [-6.736, 1.651, -1.419], [-4.799, 0.649, -1.379], [-4.275, 1.512, -1.797], [-1.988, -1.030, -3.117], [-3.064, -1.418, -3.964], [-4.095, -1.252, -3.626], [-2.825, -2.074, -5.177], [-3.664, -2.435, -5.777], [-1.499, -2.259, -5.604], [-1.304, -2.825, -6.523], [-0.422, -1.742, -4.863], [0.603, -1.849, -5.229], [-0.672, -1.077, -3.657], [0.149, -0.631, -3.083], [-1.791, -2.099, -0.588], [-1.909, 1.214, -0.592], [3.094, 3.060, 3.020], [3.518, 2.180, 4.036], [4.550, 2.377, 4.944], [5.060, 1.229, 5.587], [4.574, -0.049, 5.255], [3.523, -0.233, 4.343], [3.010, 0.909, 3.705], [2.268, 1.034, 2.524], [2.349, 2.339, 2.120], [2.104, 2.717, 0.772], [2.331, 3.892, 0.080], [2.188, 3.638, -1.629], [1.857, 1.987, -1.394], [1.823, 1.624, -0.086], [3.332, 4.017, 2.939], [4.916, 3.380, 5.134], [5.869, 1.330, 6.319], [5.001, -0.922, 5.760], [3.142, -1.207, 4.078], [2.547, 4.833, 0.571], [1.697, 1.281, -2.204]],
  "lowdin_charge": [-0.1463, -0.1321, -0.1440, 0.1079, -0.1374, -0.1296, 0.1251, 0.1013, 0.0860, 0.1145, 0.6039, -0.0830, 0.0043, 0.1100, 0.0809, 0.9248, -0.3293, -0.1105, 0.0976, -0.0485, 0.1239, -0.0489, 0.1146, -0.0514, 0.1229, -0.0852, 0.1085, -0.2897, -0.0630, 0.1114, -0.0390, 0.1236, -0.0362, 0.1247, -0.0541, 0.1178, -0.1132, 0.0723, 0.0289, 0.0516, 0.2001, -0.1576, 0.0097, -0.0403, -0.0472, 0.0046, -0.1800, 0.0904, -0.2118, -0.2660, -0.2697, 1.1309, -0.3879, -0.0917, 0.1589, 0.1209, 0.1225, 0.1213, 0.0902, 0.0965, 0.0914],
  "homo_energy_ev": [-13.1, -13.7],
  "multiplicity": 4,
  "orbital_gap_ha": [0.243, 0.265],
  "relative_energy_kcal_mol": 0.0,
  "s_squared": 3.788,
  "energy_ev": -83960.547,
  "total_charge": 2
}



3.
{
  "formula": "C28H27N4O6S2Sr",
  "method": "the ωB97M-V functional and the def2-TZVPD basis",
  "species": ["Sr", "C", "C", "O", "N", "C", "C", "C", "C", "C", "C", "N", "H", "H", "H", "H", "H", "H", "H", "H", "H", "H", "O", "C", "C", "C", "C", "N", "C", "C", "C", "C", "C", "C", "O", "C", "C", "N", "H", "H", "H", "H", "H", "H", "H", "H", "H", "H", "H", "H", "C", "C", "C", "C", "C", "C", "C", "C", "H", "H", "H", "H", "H", "O", "S", "O", "O", "S"],
  "xyz": [[-1.292, 0.464, -0.407], [-1.798, -3.852, 0.410], [-2.669, -3.244, -0.652], [-2.221, -2.901, -1.733], [-3.999, -3.085, -0.333], [-4.804, -2.135, -1.075], [-5.234, -0.965, -0.220], [-6.125, -0.032, -0.743], [-6.438, 1.080, -0.003], [-5.873, 1.225, 1.258], [-5.020, 0.245, 1.701], [-4.690, -0.845, 0.982], [-1.210, -3.047, 0.865], [-1.105, -4.547, -0.061], [-2.370, -4.365, 1.185], [-4.197, -3.127, 0.656], [-5.689, -2.603, -1.510], [-4.187, -1.764, -1.894], [-6.509, -0.159, -1.749], [-7.082, 1.848, -0.412], [-6.066, 2.099, 1.866], [-4.559, 0.325, 2.678], [3.360, 6.488, -1.164], [1.932, 6.397, -1.210], [1.500, 5.071, -0.668], [0.366, 4.971, 0.112], [-0.023, 3.706, 0.514], [0.640, 2.585, 0.262], [1.717, 2.693, -0.529], [2.190, 3.899, -1.000], [2.301, 1.366, -0.904], [3.647, 1.075, -0.807], [4.075, -0.207, -1.130], [5.524, -0.601, -1.023], [6.207, 0.054, 0.044], [3.134, -1.126, -1.557], [1.808, -0.738, -1.656], [1.381, 0.487, -1.335], [3.615, 7.312, -1.592], [1.582, 6.486, -2.242], [1.468, 7.194, -0.626], [-0.236, 5.835, 0.364], [-0.926, 3.587, 1.105], [3.052, 3.932, -1.654], [4.345, 1.823, -0.452], [6.054, -0.311, -1.930], [5.597, -1.686, -0.930], [5.706, -0.103, 0.851], [3.415, -2.149, -1.785], [1.051, -1.444, -1.973], [0.047, -1.215, 1.050], [0.833, -2.103, 1.407], [1.809, -3.055, 1.855], [1.990, -4.289, 1.208], [2.938, -5.202, 1.652], [3.740, -4.911, 2.751], [3.582, -3.689, 3.395], [2.634, -2.776, 2.954], [1.374, -4.510, 0.345], [3.050, -6.150, 1.136], [4.478, -5.625, 3.098], [4.200, -3.446, 4.251], [2.514, -1.825, 3.456], [-1.618, 3.013, -1.583], [-2.926, 2.464, -1.237], [-2.827, 1.946, 0.202], [-4.051, 3.351, -1.401], [-3.116, 0.809, -2.436]],
  "lowdin_charge": [1.1689, -0.0113, -0.5355, 0.0218, 0.0547, -0.1443, -0.2986, -0.0524, -0.0660, -0.0769, -0.1484, 0.1124, 0.0209, 0.0778, 0.0790, 0.1147, 0.1197, 0.0755, 0.1161, 0.1103, 0.1033, 0.1046, -0.0639, -0.2052, -0.1864, -0.0041, -0.1383, 0.0940, -0.2122, 0.0465, -0.2015, 0.0413, -0.1919, -0.2059, -0.0643, -0.0119, -0.1196, 0.0712, 0.0814, 0.1298, 0.1158, 0.1194, 0.1109, 0.1246, 0.1273, 0.1271, 0.1174, 0.0913, 0.1162, 0.1170, -0.1512, -0.2311, -0.2697, -0.0503, -0.1051, -0.1205, -0.1079, -0.0526, 0.1000, 0.0937, 0.0895, 0.0929, 0.1083, -0.4683, -0.0085, -0.6780, -0.3956, 0.1824],
  "homo_energy_ev": -4.7,
  "orbital_gap_ha": 0.257,
  "relative_energy_kcal_mol": 29.3,
  "energy_ev": -70229.209,
  "total_charge": -1
}